This record from OMol25 describes 3 unconnected molecules or ions with the total composition C30H47BF2N2O4 at a distorted geometry. The level of theory is ωB97M-V with the def2-TZVPD basis set.

Its SMILES is CCOB(O)[C@@](C#N)(CCc1ccccc1)C(C#N)(CC(=O)F)CC(=O)F.CCCCCC.CCCCCC. The spin multiplicity is 1. The total charge is 0.

Each line ends with the Löwdin charge.
Atoms and positions in Å:
C1 2.06 3.11 6.05  -0.0913
C2 0.91 2.36 5.15  -0.2129
O1 1.57 1.85 3.94  -0.0350
B1 1.48 2.80 2.80  -0.4351
O2 1.14 4.25 3.01  0.0149
C3 1.79 2.34 1.23  -0.2024
C4 2.36 3.74 0.51  -0.1054
N1 2.74 4.85 -0.10  0.1313
C5 3.04 1.27 1.09  -0.1202
C6 4.50 1.89 1.57  -0.1558
C7 5.20 0.79 2.61  -0.1452
C8 5.94 -0.53 1.97  -0.0314
C9 6.60 -1.62 3.01  -0.0632
C10 6.47 -1.31 4.62  -0.0802
C11 5.77 0.03 5.29  -0.0555
C12 5.09 1.13 4.24  -0.0122
C13 0.45 1.94 0.37  -0.2766
C14 0.86 2.26 -1.22  -0.1034
N2 1.22 2.44 -2.47  0.1313
C15 -0.83 2.97 0.66  -0.0114
C16 -1.94 2.36 1.69  -0.1549
O3 -2.03 2.90 2.92  0.0322
F1 -2.92 1.27 1.37  -0.0298
C17 0.05 0.36 0.39  -0.0279
C18 0.20 -0.42 1.81  -0.1459
O4 -0.45 -0.19 2.95  0.0482
F2 1.16 -1.59 1.84  -0.0416
H1 2.94 2.32 6.20  0.0758
H2 1.69 3.37 7.15  0.0963
H3 2.57 4.03 5.52  0.0858
H4 -0.06 2.99 4.96  0.1328
H5 0.56 1.40 5.77  0.1500
H6 2.05 4.65 3.24  0.1352
H7 3.11 0.98 -0.06  0.1365
H8 2.90 0.29 1.73  0.1279
H9 4.42 2.89 2.18  0.1133
H10 5.22 2.02 0.65  0.1246
H11 5.93 -0.62 0.79  0.0967
H12 7.12 -2.56 2.52  0.0860
H13 6.91 -2.10 5.36  0.0739
H14 5.69 0.23 6.45  0.0844
H15 4.56 2.10 4.64  0.0750
H16 -1.38 3.06 -0.40  0.1473
H17 -0.47 4.07 0.91  0.1611
H18 -1.06 0.18 -0.02  0.1410
H19 0.75 -0.18 -0.41  0.1355
C19 -1.35 -4.30 -5.15  -0.1143
C20 -0.27 -4.39 -4.08  -0.2720
C21 -0.40 -3.31 -3.00  -0.2264
C22 -0.26 -1.86 -3.50  -0.2333
C23 1.05 -1.54 -4.22  -0.2658
C24 2.28 -1.70 -3.34  -0.1098
H20 -1.29 -3.37 -5.71  0.0667
H21 -1.23 -5.12 -5.87  0.0709
H22 -2.34 -4.38 -4.71  0.0747
H23 0.72 -4.34 -4.55  0.0993
H24 -0.34 -5.37 -3.60  0.1058
H25 0.34 -3.50 -2.22  0.1019
H26 -1.38 -3.41 -2.51  0.1060
H27 -0.37 -1.19 -2.63  0.0868
H28 -1.10 -1.63 -4.17  0.1013
H29 1.00 -0.50 -4.56  0.1049
H30 1.15 -2.15 -5.12  0.1014
H31 2.21 -1.06 -2.45  0.0552
H32 3.18 -1.41 -3.89  0.0740
H33 2.41 -2.74 -3.01  0.0686
C25 -7.58 -1.81 -2.38  -0.1158
C26 -6.16 -2.11 -1.93  -0.2751
C27 -5.68 -1.21 -0.79  -0.2265
C28 -5.61 0.29 -1.11  -0.2234
C29 -4.73 0.66 -2.30  -0.2605
C30 -3.26 0.31 -2.10  -0.1161
H34 -7.67 -0.80 -2.79  0.0662
H35 -7.88 -2.51 -3.16  0.0705
H36 -8.28 -1.91 -1.55  0.0762
H37 -5.48 -2.04 -2.78  0.0971
H38 -6.12 -3.15 -1.59  0.1051
H39 -4.69 -1.56 -0.46  0.1005
H40 -6.35 -1.34 0.07  0.1112
H41 -5.25 0.82 -0.22  0.1009
H42 -6.62 0.67 -1.30  0.1030
H43 -4.80 1.75 -2.46  0.1071
H44 -5.09 0.19 -3.22  0.1023
H45 -2.86 0.80 -1.21  0.0405
H46 -2.67 0.64 -2.96  0.0756
H47 -3.12 -0.77 -1.99  0.0657


This record from OMol25 describes a gas-phase ion, C26H43BF6N5O7S3 (charge +1) at a distorted geometry. The level of theory is ωB97M-V with the def2-TZVPD basis set.

The spin multiplicity is 1. The total charge is +1.

Each line ends with the Löwdin charge.
Atoms and positions in Å:
C1 0.98 0.77 4.00  -0.0694
C2 0.45 0.16 2.69  -0.2031
C3 1.52 -0.56 1.89  -0.1020
N1 1.22 -0.51 0.41  0.0664
C4 2.32 0.10 -0.18  -0.2672
N2 2.26 1.31 -0.60  0.1625
O1 1.14 2.06 -0.46  -0.0263
C5 1.16 3.16 -1.40  -0.1182
C6 -0.01 4.11 -1.12  -0.3071
C7 -0.82 4.22 -2.42  -0.0470
C8 0.51 5.48 -0.65  -0.1595
C9 -0.34 6.69 -1.02  -0.4241
C10 -1.76 6.63 -0.41  -0.0496
C11 0.37 7.92 -0.43  -0.0847
N3 3.54 -0.55 -0.30  0.1240
C12 3.46 -2.02 -0.52  -0.6194
S1 3.82 -2.37 -2.30  0.9012
B1 4.68 -2.72 0.30  -0.6434
N4 6.04 -2.37 0.08  0.2036
O2 4.40 -3.72 1.20  0.1878
O3 2.27 -2.61 -0.11  -0.0624
C13 1.09 -1.83 -0.20  -0.3446
C14 0.59 -1.77 -1.67  -0.0752
C15 -0.05 -0.46 -2.16  -0.2290
C16 -1.31 0.03 -1.50  -0.4586
S2 -2.68 -1.10 -1.87  0.9080
C17 -3.97 -0.55 -0.77  -1.1097
S3 -5.26 0.23 -1.34  0.7656
N5 -3.81 -0.89 0.58  -0.2210
C18 -4.24 0.14 1.53  -0.1771
C19 -3.74 -0.31 2.90  -0.1964
O4 -4.31 -1.54 3.26  -0.1034
C20 -3.91 -2.52 2.33  -0.1781
C21 -4.42 -2.16 0.94  -0.1446
C22 0.01 -2.58 0.61  -0.1154
O5 -0.91 -1.95 1.13  0.1414
C23 0.00 -4.14 0.76  -0.3281
F1 -0.76 -4.36 1.86  0.1476
F2 1.21 -4.67 1.01  0.1584
C24 -0.68 -4.94 -0.40  -0.3190
F3 -1.75 -4.26 -0.85  0.1447
F4 -1.14 -6.09 0.15  0.1535
C25 0.26 -5.38 -1.56  -0.3371
F5 -0.44 -5.22 -2.71  0.1312
F6 1.36 -4.60 -1.66  0.1380
C26 0.69 -6.87 -1.44  -0.3862
O6 1.43 -7.25 -0.57  0.1974
O7 0.15 -7.68 -2.38  0.1412
H1 0.60 1.77 4.11  0.0729
H2 0.58 0.22 4.84  0.0753
H3 2.06 0.81 4.05  0.0679
H4 0.10 0.96 2.05  0.1066
H5 -0.38 -0.50 2.91  0.0847
H6 1.70 -1.57 2.22  0.1422
H7 2.44 -0.01 2.09  0.1185
H8 3.09 1.71 -1.02  0.2020
H9 2.09 3.72 -1.31  0.1229
H10 1.10 2.77 -2.41  0.1233
H11 -0.68 3.68 -0.38  0.1377
H12 -0.89 3.26 -2.91  0.0703
H13 -0.34 4.89 -3.12  0.0904
H14 -1.83 4.57 -2.24  0.0819
H15 0.62 5.49 0.43  0.1277
H16 1.50 5.68 -1.05  0.1116
H17 -0.35 6.87 -2.08  0.1218
H18 -2.01 5.61 -0.13  0.0662
H19 -1.84 7.30 0.43  0.0751
H20 -2.48 6.93 -1.16  0.0813
H21 1.38 8.01 -0.82  0.0763
H22 -0.15 8.81 -0.75  0.0841
H23 0.40 7.88 0.65  0.0809
H24 4.10 -0.36 0.52  0.1429
H25 5.12 -2.69 -2.22  -0.1117
H26 6.60 -2.52 0.90  0.1028
H27 6.18 -1.44 -0.31  0.0838
H28 3.68 -3.49 1.78  0.1011
H29 -0.14 -2.55 -1.82  0.0985
H30 1.41 -2.01 -2.34  0.0639
H31 0.70 0.32 -2.19  0.0866
H32 -0.30 -0.64 -3.20  0.1199
H33 -1.22 0.25 -0.44  0.0705
H34 -1.57 0.97 -1.97  0.0683
H35 -3.80 1.09 1.27  0.1222
H36 -5.33 0.21 1.58  0.1139
H37 -2.66 -0.40 2.83  0.1026
H38 -3.96 0.42 3.67  0.1298
H39 -4.22 -3.50 2.65  0.1321
H40 -2.82 -2.48 2.27  0.0932
H41 -5.50 -2.08 1.00  0.1351
H42 -4.12 -2.95 0.25  0.1224
H43 0.54 -7.49 -3.24  0.1347


| no. | Kohn-Sham gap (eV) | E_HOMO (eV) |
| --- | --- | --- |
| 1 | 7.9 | -8.664 |
| 2 | 6.5 | -10.406 |